[1]
Molecular formula: C27H33BO18
Method: DFT, ωB97M-V/def2-TZVPD

Values from the calculation:
F_max: 5.9 eV/Å
total charge: 0
DFT total energy: -2427.7700 a.u.
2S+1: 1
molecular weight: 656.36 u
gap between HOMO and LUMO: 0.2742 Ha

Last column: Mulliken charge in e.
Positions of all 79 atoms, in Å:
C: -5.431 -1.498 0.312  0.6851
H: 6.487 5.124 4.141  0.2969
H: -1.600 0.643 -1.132  0.3106
H: 5.655 0.220 0.769  0.2798
O: 8.596 5.671 2.458  -0.3579
B: -2.024 -1.302 -1.472  0.3808
H: -7.807 4.561 -0.215  0.3155
C: 2.441 -3.638 -1.907  -1.4786
C: -2.597 -2.577 0.885  0.3415
O: 6.215 -3.036 0.686  -0.5034
H: 2.494 -3.795 0.771  0.2842
H: -2.751 -0.700 2.146  0.3876
C: -1.372 -3.985 -0.504  0.5741
H: 7.070 -1.009 -2.058  0.3211
O: -1.178 -4.491 -1.646  -0.5563
C: -5.856 -2.901 0.810  -0.4097
H: -3.780 -1.284 -2.357  0.3147
H: 7.986 3.838 1.779  0.1008
C: 7.261 0.608 -0.635  0.6493
H: -5.269 -3.428 1.635  0.2379
H: -7.375 -4.711 0.529  0.3046
O: 10.206 5.882 4.040  -0.5353
C: 9.177 5.401 3.661  0.6024
H: 1.680 -4.395 -2.111  0.4061
O: -6.948 1.242 -2.726  -0.5580
C: -9.023 2.795 -0.543  0.5277
C: -2.014 -2.526 -0.408  0.8260
O: -1.113 -0.206 -1.204  -0.5378
C: 7.182 4.399 3.704  -0.4643
C: 5.186 -3.518 0.303  0.5732
C: 6.423 5.283 1.463  -1.4216
H: 6.797 5.667 0.511  0.3355
O: -8.797 1.795 -1.534  -0.2948
H: -8.681 2.398 0.419  0.2613
H: -10.678 3.863 0.346  0.3840
O: 5.474 1.982 -0.321  -0.3434
C: -7.944 -2.985 -0.947  -0.5344
H: 5.175 0.048 -0.936  0.2694
C: -3.462 -1.470 1.657  -0.8265
C: 5.814 0.601 -0.241  -0.3139
O: -4.345 -0.714 0.802  -0.4183
O: 7.304 1.669 -1.588  -0.3577
O: 6.173 3.632 -1.716  -0.5507
H: 6.769 3.395 3.820  0.3061
C: 3.191 -4.520 0.337  -0.4521
C: -2.322 -4.003 1.559  0.0810
H: -10.839 3.599 -1.401  0.3517
C: -10.491 3.156 -0.464  -1.4570
C: 7.734 -0.691 -1.249  -1.4558
H: 2.778 -5.524 0.452  0.3002
H: -8.613 4.529 -1.802  0.3238
H: 7.909 0.885 0.205  0.1904
H: 4.003 -5.082 -1.584  0.2402
C: 3.571 -4.209 -1.080  0.5758
C: -8.147 3.914 -1.025  -0.5604
H: -11.096 2.261 -0.299  0.3617
C: -7.522 -1.570 -1.443  -0.3028
H: -8.152 -1.071 -2.258  0.3452
O: -7.054 3.211 -1.606  -0.3076
O: -2.840 -1.222 -2.658  -0.6109
H: 5.950 6.125 1.976  0.4012
H: -4.017 -1.959 2.546  0.3647
C: -6.287 -0.850 -0.832  -0.3678
H: -6.006 0.179 -1.223  0.4895
C: -7.078 -3.655 0.182  -0.5691
O: -2.903 -4.592 2.491  -0.5243
O: -1.172 -4.494 0.812  -0.2882
H: 8.726 -0.567 -1.690  0.3850
H: 5.661 4.526 1.262  0.3383
C: 7.557 4.711 2.285  0.7033
C: -7.543 2.010 -2.021  0.6587
O: 8.430 4.514 4.378  -0.3195
O: 4.611 -3.248 -0.903  -0.3035
H: -8.863 -3.506 -1.402  0.3030
H: 2.821 -3.252 -2.857  0.3951
O: 4.437 -4.404 1.016  -0.3400
C: 6.305 2.532 -1.251  0.5846
H: 1.965 -2.795 -1.399  0.2991
H: 7.776 -1.485 -0.501  0.3528



[2]
Molecular formula: C27H33FN4PbS
Method: DFT, ωB97M-V/def2-TZVPD

Values from the calculation:
relative energy (zero: lowest compared OMol25 entry of this formula, charge and spin): 0.000 eV
F_max: 0.1 eV/Å
total charge: 0
DFT total energy: -1958.6062 a.u.
2S+1: 1
molecular weight: 671.85 u
gap between HOMO and LUMO: 0.2491 Ha

Last column: Mulliken charge in e.
Positions of all 67 atoms, in Å:
H: -1.243 -3.441 -4.078  0.4163
H: 6.464 1.321 -0.410  0.3434
C: -0.720 3.080 -1.984  -1.1174
Pb: -0.477 0.409 0.995  0.6704
C: 5.556 1.517 0.162  -1.0727
C: 5.358 0.451 1.232  -0.3448
H: 4.220 1.213 2.864  0.2325
N: 2.836 -0.200 0.420  -0.9514
C: 1.879 -4.639 0.763  0.3267
H: -3.252 2.967 2.857  0.3600
H: -0.818 5.285 -0.361  0.3289
H: 0.336 -5.354 -0.526  0.4649
C: 0.611 -4.627 0.228  -0.7271
C: 2.905 0.399 1.588  0.2841
C: -3.330 2.696 1.810  -0.9937
C: 0.126 -2.473 -2.747  -0.8392
C: 1.564 -1.289 -1.069  0.8974
H: -2.418 5.879 -0.826  0.4046
H: -3.247 -2.394 -3.000  0.4691
C: -2.245 -2.187 -2.650  -0.7663
H: -0.783 -1.412 3.112  0.6328
H: 5.643 2.508 0.612  0.3016
C: -4.173 1.281 0.095  -0.6387
H: 1.003 -2.922 -3.188  0.4887
H: 3.268 -3.784 2.143  0.4605
S: 1.633 0.879 2.666  -0.6207
H: 5.294 -0.535 0.773  0.1564
H: -4.336 0.835 3.451  0.3748
C: -2.726 3.135 -0.492  0.3203
H: -2.620 3.953 -2.434  0.4064
H: -0.211 3.566 -2.819  0.4877
H: -1.292 -3.653 0.257  0.3788
H: -2.868 -0.834 -1.090  0.1868
H: -3.578 1.764 -1.902  0.3899
C: -2.660 3.458 0.858  -0.3107
H: -5.852 1.151 2.611  0.3440
C: 2.779 -1.930 -1.666  -1.6932
N: 4.162 0.651 2.033  -0.1775
H: 4.708 1.521 -0.522  0.2791
H: 3.661 -1.638 -1.111  0.2234
H: -2.073 4.305 1.187  0.2576
C: 0.246 -1.608 -1.660  0.1416
C: -1.559 5.297 -1.163  -1.7805
H: -0.018 3.007 -1.151  0.1754
C: -3.502 2.035 -0.853  -0.3725
C: 2.265 -3.742 1.740  -0.6103
C: -0.292 -3.671 0.678  -0.1742
F: 2.777 -5.555 0.315  -0.4048
H: 2.678 -3.018 -1.631  0.3644
H: -4.895 -0.265 2.189  0.3691
C: 0.056 -2.725 1.646  0.6915
H: -4.782 0.438 -0.219  0.4742
H: -1.914 -1.904 1.831  0.4909
H: -1.109 5.814 -2.012  0.4433
C: -4.094 1.594 1.451  0.9377
C: -2.038 -1.324 -1.588  -0.3053
N: -0.831 -1.043 -1.113  0.6910
H: 6.204 0.440 1.921  0.4319
C: -1.958 3.881 -1.565  0.6874
C: -4.832 0.783 2.482  -1.6602
C: -0.875 -1.646 2.051  -1.8686
C: -1.132 -2.765 -3.241  -0.7294
N: 1.598 -0.493 -0.057  0.6958
H: 1.650 -2.073 2.925  0.4772
H: -0.984 2.064 -2.285  0.1846
H: 2.900 -1.635 -2.711  0.4222
C: 1.351 -2.797 2.175  -0.4060